*i*
The following is a quantum chemistry calculation of a cluster of 2 separate species, C6H14OS in total, from the Open Molecules 2025 dataset.

Geometry as XYZ:
```
22
Properties=species:S:1:pos:R:3:nbo_charge:R:1
C -2.1694 0.1443 1.7124 -0.611
C -1.3691 0.1220 0.4337 -0.192
C -2.2796 -0.2841 -0.7657 -0.587
C -0.1202 -0.6633 0.4955 -0.601
C -0.8679 1.5293 0.0976 0.466
O -1.2858 2.2475 -0.8064 -0.526
H -1.7159 0.8924 2.4461 0.213
H -2.1073 -0.8529 2.2562 0.218
H -3.2539 0.3435 1.7311 0.230
H -3.0672 0.4106 -0.7151 0.215
H -2.7509 -1.2333 -0.4888 0.209
H -1.6738 -0.1390 -1.5780 0.215
H -0.2697 -1.6703 0.9404 0.220
H 0.2968 -0.7742 -0.5629 0.205
H 0.6253 -0.2568 1.0923 0.222
H -0.1283 1.9059 0.9306 0.102
C 4.0711 0.0263 -1.5265 -0.705
S 3.3093 -0.9085 -0.1280 -0.103
H 4.5085 0.8507 -1.0066 0.224
H 3.2722 0.3929 -2.1725 0.233
H 4.8529 -0.6571 -1.9012 0.227
H 2.1227 -1.4260 -0.4839 0.126
```

The SMILES is CC(C)(C)C=O.CS. The value obtained for the LUMO energy is 0.76 eV.

=====

*ii*
The following is a quantum chemistry calculation of a cluster of 2 separate species, C6H14OS in total, from the Open Molecules 2025 dataset.

Geometry as XYZ:
```
22
Properties=species:S:1:pos:R:3:nbo_charge:R:1
C -0.4494 2.1275 1.0324 -0.691
C 0.3835 -1.6638 -0.2215 -0.625
C -1.2735 -0.8658 1.5818 -0.624
C -1.5446 -0.3605 -0.8442 -0.640
C 2.4376 0.9506 -1.5594 -0.572
C -0.5325 -0.5589 0.2418 -0.212
O 1.5581 0.4140 1.4263 -0.978
S 0.6349 0.8840 0.4126 1.417
H -0.0185 3.0745 1.5991 0.226
H -1.0702 2.3988 0.2668 0.173
H -0.0994 -2.4944 -0.5094 0.212
H 1.1460 -1.1750 -1.0114 0.220
H 1.0811 -1.9405 0.6414 0.234
H -1.9870 -1.7148 1.3760 0.212
H -2.0667 -0.0879 1.8499 0.233
H -0.5791 -1.2048 2.3386 0.234
H -2.3467 0.3943 -0.6264 0.214
H -1.1066 0.1689 -1.7038 0.216
H -2.0157 -1.1984 -1.2734 0.226
H 2.4579 -0.0256 -2.0183 0.171
H 2.1215 1.7496 -2.1193 0.165
H 3.2690 1.1282 -0.8796 0.189
```

The value obtained for the LUMO energy (spin up / spin down) is 0.18 / -0.71 eV.

=====

*iii*
The following is a quantum chemistry calculation of a structure of composition C6H14OS, from the Open Molecules 2025 dataset.

Geometry as XYZ:
```
22
Properties=species:S:1:pos:R:3:nbo_charge:R:1
C 0.5635 -1.3168 1.6395 -0.634
C -0.0229 -1.2650 0.3059 -0.460
C 0.3531 0.1468 -0.3728 -0.166
C 1.8933 0.7457 -0.1174 -0.656
C 0.0824 -0.0104 -1.9682 -0.057
C -2.1908 0.9818 0.5888 -0.837
H -0.0076 -0.5403 2.3337 0.210
H 1.6143 -1.2289 1.7232 0.220
H 0.1302 -2.1727 2.2138 0.222
H 0.3685 -2.0820 -0.4972 0.217
H -1.0401 -1.7040 0.1320 0.239
H 2.6866 0.3785 -0.9295 0.236
H 1.9187 2.0757 -0.1265 0.241
H 2.1802 0.4247 1.0007 0.223
H -0.7753 -0.6020 -2.0691 0.139
H 1.0176 -0.4984 -2.4368 0.163
H -0.4712 1.5413 -1.4830 0.427
H -2.8640 0.9507 -0.3773 0.234
H -2.1418 -0.2142 0.9741 0.233
H -2.7775 1.6017 1.5328 0.258
O 0.0233 1.2208 -2.4175 -0.736
S -0.5404 1.5670 0.3506 0.282
```

The value obtained for the LUMO energy is 0.63 eV.

=====

Which is most stable, and by how much? *i*, by 68.7 kcal/mol.